Computed, not measured: a structure of composition C22H36AuN6Te, with ωB97M-V/def2-TZVPD.

The geometry in XYZ format:
```
66
Properties=species:S:1:pos:R:3:forces:R:3
Au 0.171060 0.221664 -0.548523 -0.0111 0.0197 -0.1946
C -3.255105 -2.339344 2.984092 0.0134 -0.0056 -0.0127
N -2.153609 -1.462670 2.624354 0.0135 0.0334 -0.0052
C -1.234660 -1.131603 3.694466 -0.0162 0.0010 -0.0140
C -1.818926 -1.220598 1.327569 0.0442 0.0012 0.0694
N -0.570862 -1.170135 0.913540 -0.1055 0.0387 -0.0316
C 0.384660 -2.075796 1.445418 0.0669 -0.0380 0.0289
C 0.026944 -3.397491 1.559384 -0.0406 0.0337 -0.0154
C 0.956208 -4.390106 1.912319 0.0634 -0.0127 0.0153
C 2.264364 -4.056605 2.092416 -0.0546 -0.0009 -0.0088
C 2.684521 -2.708894 1.980192 -0.0304 0.0333 -0.0078
C 4.056571 -2.394985 2.141811 0.0067 0.0660 -0.0058
C 4.487658 -1.106009 2.041235 -0.0131 -0.0689 0.0081
C 3.556434 -0.072007 1.846474 -0.0397 0.0279 -0.0075
C 2.210115 -0.323881 1.733212 0.0484 0.0122 0.0151
N 1.308442 0.755616 1.630471 0.0313 -0.0195 0.0320
C 1.314869 1.700065 2.522746 0.0077 -0.0173 -0.0583
N 0.768746 2.921551 2.210507 -0.0028 0.0261 0.0207
C -0.104854 3.613008 3.144809 0.0019 -0.0076 0.0067
C 0.588721 3.292287 0.827266 0.0024 0.0016 0.0089
N 1.810938 1.611535 3.798812 0.0109 -0.0269 0.0712
C 2.507938 2.729329 4.417147 -0.0103 0.0056 -0.0082
C 1.975311 0.359488 4.515859 -0.0077 0.0190 -0.0159
C 1.737889 -1.679753 1.709079 0.0419 -0.0333 0.0118
N -2.843706 -0.983205 0.474160 -0.0550 -0.0226 -0.0128
C -4.065435 -0.318112 0.895043 -0.0037 0.0015 -0.0175
C -2.739718 -1.265693 -0.944422 0.0040 0.0064 0.0053
H -2.861728 -3.208922 3.517505 -0.0088 -0.0080 0.0053
H -3.765151 -2.688554 2.090405 -0.0006 -0.0012 0.0101
H -3.974189 -1.832524 3.630477 -0.0058 0.0079 0.0009
H -1.810104 -0.786062 4.554789 -0.0043 -0.0077 0.0069
H -0.582426 -0.327328 3.361291 -0.0061 -0.0107 -0.0003
H -0.625310 -1.988576 3.996362 0.0063 -0.0049 0.0093
H -0.988522 -3.685820 1.311836 0.0031 -0.0020 -0.0005
H 0.632049 -5.419150 1.991444 0.0050 -0.0071 0.0027
H 3.007142 -4.811614 2.314224 -0.0041 -0.0146 0.0040
H 4.751186 -3.203089 2.330028 0.0135 0.0021 0.0018
H 5.538603 -0.867584 2.137521 0.0088 -0.0031 -0.0024
H 3.891453 0.958377 1.819594 -0.0013 0.0027 0.0005
H -0.089711 3.119598 4.111723 0.0110 -0.0033 0.0117
H -1.134094 3.604906 2.771952 -0.0025 -0.0028 -0.0052
H 0.201619 4.652560 3.275871 0.0067 0.0056 -0.0029
H 1.416508 2.910733 0.235452 0.0018 -0.0003 -0.0018
H 0.569298 4.381218 0.758307 0.0068 0.0056 -0.0052
H -0.347008 2.902045 0.404555 -0.0100 -0.0085 0.0107
H 2.538756 3.580175 3.743681 -0.0146 0.0026 -0.0087
H 3.534763 2.431690 4.646773 0.0057 -0.0033 -0.0002
H 2.026514 3.032344 5.350271 -0.0037 -0.0023 0.0013
H 1.364544 -0.424113 4.082146 0.0049 0.0011 -0.0016
H 1.664372 0.511211 5.551863 -0.0076 0.0000 0.0048
H 3.014208 0.019557 4.509869 0.0083 0.0092 -0.0006
H -3.943526 0.095261 1.892285 0.0140 -0.0047 0.0062
H -4.921872 -0.996085 0.896340 0.0005 -0.0129 -0.0150
H -4.280906 0.497708 0.202341 -0.0010 0.0150 0.0042
H -1.885293 -1.909316 -1.132370 0.0099 -0.0057 0.0007
H -2.622412 -0.347384 -1.527315 0.0089 0.0031 0.0011
H -3.649044 -1.771530 -1.275431 -0.0114 0.0045 0.0151
C 0.894418 3.240989 -2.635377 -0.0110 -0.0159 0.0524
Te 0.717880 1.133563 -2.855919 -0.0396 -0.0039 0.0280
C -1.216120 1.240815 -3.735347 0.0268 -0.0133 -0.0126
H 0.064331 3.617193 -2.044640 -0.0012 0.0054 -0.0021
H 0.896499 3.690096 -3.624887 0.0032 -0.0169 -0.0127
H 1.836456 3.451741 -2.135764 0.0021 0.0026 -0.0102
H -1.129818 1.739510 -4.697249 0.0032 0.0061 0.0057
H -1.886172 1.786358 -3.077834 0.0021 0.0082 0.0102
H -1.576282 0.225497 -3.880799 0.0150 -0.0024 0.0112
```
Forces are in eV/Å.

Properties
Kohn-Sham gap   7.64 eV
Relative energy (zero: lowest compared OMol25 entry of this formula, charge and spin)   0.0 kJ/mol
Total charge   +1
Largest force on an atom   0.0038 Eh/bohr